No. 1
{
  "formula": "C46H60As3GaNO2Te",
  "method": "the ωB97M-V functional and the def2-TZVPD basis",
  "elements": ["Ga", "O", "C", "C", "C", "C", "C", "C", "C", "C", "C", "O", "C", "C", "C", "C", "C", "C", "C", "C", "C", "C", "C", "C", "N", "C", "C", "C", "C", "C", "C", "C", "C", "C", "C", "C", "C", "H", "H", "H", "H", "H", "H", "H", "H", "H", "H", "H", "H", "H", "H", "H", "H", "H", "H", "H", "H", "H", "H", "H", "H", "H", "H", "H", "C", "As", "C", "C", "C", "C", "C", "As", "C", "C", "C", "As", "C", "C", "H", "H", "H", "H", "H", "H", "H", "H", "H", "H", "H", "H", "H", "H", "H", "H", "H", "H", "H", "H", "H", "H", "H", "H", "H", "H", "H", "C", "Te", "C", "H", "H", "H", "H", "H", "H"],
  "xyz": [[-0.312, 0.605, 0.984], [0.115, 2.086, 0.017], [0.987, 2.231, -1.093], [1.483, 0.826, -1.507], [2.302, 0.239, -0.406], [3.682, 0.181, -0.495], [4.408, -0.311, 0.572], [3.730, -0.738, 1.701], [2.347, -0.643, 1.754], [1.612, -1.074, 2.988], [0.654, -0.019, 3.602], [-0.443, 0.151, 2.742], [0.131, -0.586, 4.927], [-1.221, -0.855, 5.093], [-1.695, -1.374, 6.292], [-0.824, -1.631, 7.337], [0.529, -1.362, 7.179], [1.000, -0.842, 5.985], [1.336, 1.331, 3.842], [0.564, 2.490, 3.814], [1.135, 3.731, 4.056], [2.490, 3.833, 4.333], [3.269, 2.685, 4.365], [2.695, 1.445, 4.123], [1.650, -0.166, 0.703], [2.207, 3.075, -0.722], [2.530, 3.344, 0.599], [3.699, 4.033, 0.904], [4.551, 4.454, -0.104], [4.225, 4.195, -1.430], [3.059, 3.513, -1.735], [0.186, 2.912, -2.195], [-0.158, 2.301, -3.392], [-0.972, 2.958, -4.311], [-1.443, 4.231, -4.041], [-1.090, 4.856, -2.848], [-0.280, 4.201, -1.937], [0.621, 0.184, -1.711], [2.082, 0.887, -2.415], [4.168, 0.540, -1.393], [5.489, -0.358, 0.531], [4.265, -1.131, 2.555], [0.989, -1.944, 2.762], [2.342, -1.412, 3.721], [-1.904, -0.650, 4.280], [-2.754, -1.576, 6.408], [-1.194, -2.033, 8.272], [1.220, -1.552, 7.992], [2.057, -0.620, 5.890], [-0.497, 2.410, 3.618], [0.519, 4.621, 4.034], [2.936, 4.801, 4.525], [4.328, 2.753, 4.581], [3.327, 0.565, 4.153], [1.874, 3.023, 1.398], [3.937, 4.238, 1.941], [5.459, 4.992, 0.139], [4.876, 4.534, -2.227], [2.799, 3.331, -2.773], [0.192, 1.302, -3.631], [-1.229, 2.470, -5.244], [-2.076, 4.743, -4.756], [-1.442, 5.857, -2.634], [-0.001, 4.688, -1.009], [-2.710, -1.530, -1.396], [-1.899, -1.274, 0.346], [-3.469, -0.849, 1.415], [-1.496, -3.008, 1.174], [-0.802, -4.218, 0.520], [-0.620, -5.221, 1.673], [0.576, -3.887, -0.046], [0.676, -2.603, -1.540], [0.241, -3.711, -3.101], [2.620, -2.759, -1.718], [-1.736, -4.781, -0.562], [-1.534, -6.538, -1.508], [0.294, -7.195, -1.183], [-2.418, -7.691, -0.188], [-3.480, -2.297, -1.320], [-1.961, -1.819, -2.130], [-3.164, -0.588, -1.699], [-3.925, -1.770, 1.772], [-4.187, -0.315, 0.797], [-3.181, -0.232, 2.262], [-2.488, -3.348, 1.479], [-0.992, -2.721, 2.100], [-0.007, -4.785, 2.466], [-0.127, -6.131, 1.336], [-1.583, -5.499, 2.107], [1.065, -4.812, -0.361], [1.206, -3.451, 0.739], [0.541, -4.747, -2.959], [0.792, -3.304, -3.949], [-0.821, -3.676, -3.338], [2.890, -3.787, -1.965], [3.096, -2.484, -0.776], [2.983, -2.096, -2.502], [-1.833, -4.048, -1.367], [-2.742, -4.884, -0.138], [1.025, -6.663, -1.790], [0.284, -8.232, -1.522], [0.607, -7.181, -0.141], [-3.451, -7.364, -0.068], [-1.921, -7.688, 0.780], [-2.431, -8.709, -0.577], [-3.150, 2.386, -0.877], [-2.361, 2.732, 1.068], [-4.255, 2.491, 2.037], [-3.654, 3.284, -1.222], [-3.862, 1.562, -0.822], [-2.328, 2.153, -1.549], [-4.849, 1.748, 1.510], [-4.782, 3.442, 2.045], [-4.091, 2.162, 3.062]],
  "orbital_gap_ev": 8.370,
  "relative_energy_kcal_mol": 3.9,
  "charge": 1
}


No. 2
{
  "formula": "CH3O3",
  "method": "the ωB97M-V functional and the def2-TZVPD basis",
  "elements": ["O", "C", "O", "H", "H", "H", "O"],
  "xyz": [[1.417, 0.085, -0.866], [0.343, 0.721, -0.921], [-0.590, 0.914, -0.088], [0.091, 1.185, -1.949], [-0.469, -0.124, 1.183], [-0.246, -1.778, 1.090], [-0.546, -1.003, 1.551]],
  "orbital_gap_ev": 8.806,
  "relative_energy_kcal_mol": 10.8,
  "charge": -1
}


No. 3
{
  "formula": "C2H3ClFNO3",
  "method": "the ωB97M-V functional and the def2-TZVPD basis",
  "elements": ["C", "C", "N", "O", "O", "O", "F", "Cl", "H", "H", "H"],
  "xyz": [[-0.319, -0.741, -0.474], [-0.386, 0.753, -0.700], [1.151, 0.963, 1.430], [2.234, 1.128, 1.905], [0.113, 1.232, 2.334], [-1.084, 1.580, -0.197], [-1.019, -1.107, 0.586], [0.759, 1.173, -1.923], [-0.995, -1.077, -1.396], [0.740, -0.992, -0.262], [-0.640, 0.718, 2.051]],
  "orbital_gap_ev": 10.617,
  "relative_energy_kcal_mol": 15.8
}